The following is a quantum chemistry calculation of 11 unconnected molecules or ions with the total composition C38H67F9O26, from the OMol25 dataset.

ORCA input file:
```
! wB97M-V def2-TZVPD RIJCOSX def2/J DEFGRID3
* xyz 0 1
C 2.50300 -0.48849 -3.53338
C 3.11341 -0.79428 -4.88744
O 3.28747 -2.23517 -4.98679
C 4.41607 -2.62501 -4.40766
O 5.28093 -1.89975 -3.93940
C 4.65498 -4.15438 -4.62195
F 5.57190 -4.34460 -5.52729
F 5.00781 -4.73322 -3.42255
F 3.54204 -4.69182 -4.99180
H 3.07761 -0.98288 -2.73356
H 1.54469 -0.96731 -3.37818
H 2.51974 0.58711 -3.36338
H 4.07661 -0.31449 -5.04589
H 2.35152 -0.55544 -5.63459
C 0.76432 -2.67339 -0.09879
C -0.07499 -1.76348 0.76521
O 0.64186 -0.50350 1.08682
C 0.68045 0.35044 0.04333
O 0.21255 0.23064 -1.06717
C 1.45978 1.67211 0.44833
F 0.56195 2.65240 0.58414
F 2.10123 1.52665 1.56091
F 2.33488 1.98965 -0.51684
H 0.21200 -3.59969 -0.25198
H 1.68222 -2.90670 0.45817
H 1.08110 -2.23399 -1.05212
H -0.18877 -2.25790 1.73338
H -1.08321 -1.52894 0.41479
C -2.68053 5.25698 -1.96216
C -1.49181 5.47936 -1.02820
O -1.58350 6.86901 -0.53289
C -2.25762 6.92281 0.57371
O -2.91279 6.04552 1.14054
C -2.30971 8.37343 1.15837
F -3.58897 8.77438 1.12548
F -1.82143 8.38262 2.37367
F -1.58854 9.19129 0.43067
H -2.66097 6.01060 -2.73519
H -3.59225 5.33999 -1.37773
H -2.67091 4.24367 -2.36791
H -0.61954 5.41195 -1.65674
H -1.42667 4.76438 -0.20732
C -1.71454 0.77809 -3.89885
O -1.98962 -0.14603 -4.93078
C -1.90108 0.33524 -6.13747
O -1.65669 1.49722 -6.41736
O -2.18500 -0.57469 -7.07716
C -1.98132 -0.05784 -8.40844
H -0.66591 1.07764 -4.06536
H -1.79720 0.35202 -2.92809
H -2.28152 1.71687 -3.91865
H -0.92154 0.09774 -8.53235
H -2.54285 0.87605 -8.53794
H -2.43922 -0.83206 -8.99927
C -3.14320 3.48798 4.25419
O -2.89155 2.17899 3.71386
C -1.79994 1.66009 4.24450
O -1.09835 2.20632 5.10028
O -1.47402 0.45963 3.71637
C -0.29518 -0.06272 4.25577
H -2.28359 4.11153 3.99164
H -3.16588 3.63881 5.31415
H -4.04601 3.78700 3.74219
H 0.54752 0.51711 3.90445
H -0.17309 -1.02696 3.80535
H -0.32340 -0.07534 5.34308
C 2.54107 -6.79896 -2.71548
O 1.47665 -5.84932 -2.84413
C 0.38702 -6.07145 -2.10261
O 0.29343 -6.99667 -1.33615
O -0.55662 -5.14109 -2.22505
C -1.79091 -5.35871 -1.50463
H 3.27151 -6.46724 -1.98470
H 2.92636 -6.92500 -3.72349
H 2.15124 -7.70978 -2.28174
H -1.55271 -4.95930 -0.51068
H -1.92663 -6.42695 -1.36847
H -2.54080 -4.79933 -2.02955
C 3.55556 -1.42503 3.06689
O 2.94140 -2.66638 2.72344
C 2.07661 -3.11002 3.59926
O 1.73562 -2.54192 4.61057
O 1.55050 -4.27624 3.24026
C 0.68558 -4.85096 4.21303
H 4.22790 -1.11875 2.26196
H 4.05133 -1.68878 3.98333
H 2.84355 -0.63883 3.26995
H 1.11113 -4.60519 5.18128
H 0.78810 -5.90454 3.99090
H -0.31988 -4.45561 4.11178
C -2.73351 -3.21448 4.55793
O -3.05329 -4.49854 3.96313
C -3.06280 -4.40736 2.65185
O -2.89680 -3.33995 2.06618
O -3.21889 -5.62877 2.07694
C -3.49598 -6.81334 2.84664
H -3.55003 -2.57466 4.22641
H -1.82290 -2.76712 4.18254
H -2.75504 -3.41168 5.62492
H -3.35205 -7.61306 2.12910
H -4.47929 -6.71822 3.32066
H -2.75962 -6.80859 3.64458
C 6.44375 1.27009 6.80056
O 5.28095 2.04325 6.67951
C 4.39040 1.63959 5.77062
O 4.57127 0.66041 5.04558
O 3.28686 2.40690 5.75085
C 2.25319 1.99498 4.88101
H 7.10792 1.66510 7.56222
H 6.85648 1.21192 5.79072
H 6.13943 0.24726 7.03087
H 1.93095 2.94869 4.46065
H 1.41826 1.68365 5.49916
H 2.65951 1.31568 4.16346
C -3.84024 0.21480 1.30121
C -2.78349 1.20719 0.61976
C -3.67818 2.45302 0.37449
O -5.00550 1.96965 0.29992
C -5.20180 1.11754 1.39715
H -3.49168 -0.14886 2.25919
H -4.05692 -0.62994 0.65383
H -2.48749 0.82257 -0.37213
H -1.91263 1.41280 1.23241
H -3.44225 2.98727 -0.54250
H -3.63096 3.12924 1.21258
H -6.08145 0.49588 1.21116
H -5.48071 1.62157 2.32604
C 2.18827 3.50431 -4.96079
C 0.71650 3.78299 -5.35990
C 0.39495 4.93357 -4.41022
O 0.90096 4.42899 -3.18842
C 2.19779 3.97069 -3.45546
H 2.94138 3.98958 -5.58821
H 2.49023 2.45571 -4.98380
H 0.09433 2.93288 -5.13361
H 0.63951 4.09100 -6.39945
H -0.68241 5.06362 -4.29809
H 0.89507 5.90458 -4.59798
H 2.47079 3.13740 -2.81019
H 2.85538 4.82300 -3.24179
*
```

Highest occupied orbital energy, eV: -9.51
ΔE to the lowest compared entry with this formula, charge and spin, kcal per mole: 6.8
SMILES string: CCOC(=O)C(F)(F)F.CCOC(=O)C(F)(F)F.CCOC(=O)C(F)(F)F.COC(=O)OC.COC(=O)OC.COC(=O)OC.COC(=O)OC.COC(=O)OC.COC(=O)OC.C1CCOC1.C1CCOC1
E_tot, a.u.: -4343.1542